[1]
This record from OMol25 describes C23H33N3O4 in the gas phase. The level of theory is wB97M-V/def2-TZVPD.

Geometry as XYZ:
```
63
Properties=species:S:1:pos:R:3:lowdin_charge:R:1
C -1.95405 -3.72499 -1.23295 -0.050
C -0.58691 -3.25604 -0.84418 -0.289
C -0.22805 -3.17301 0.49355 -0.025
C 1.04208 -2.78685 0.88292 -0.015
C 1.98953 -2.46373 -0.07790 -0.271
C 1.63487 -2.51909 -1.42299 -0.015
C 0.36610 -2.91499 -1.79626 -0.060
H 0.11593 -2.96397 -2.84746 0.112
H 2.37794 -2.26016 -2.16267 0.117
O 3.29475 -2.10715 0.16711 -0.052
C 3.73577 -1.91389 1.48728 -0.171
C 3.24511 -0.57358 2.07240 -0.118
N 3.35273 0.48192 1.08639 -0.087
C 2.22059 0.81949 0.41681 -0.417
O 1.12433 0.44083 0.78456 0.081
C 2.37943 1.72445 -0.80387 -0.200
C 1.19707 1.50683 -1.74757 -0.101
N -0.03352 2.10841 -1.28613 -0.043
C -0.14851 3.03922 -0.31974 -0.443
O -1.23366 3.48131 0.02486 0.032
C 1.12100 3.53694 0.34368 -0.074
C 2.39908 3.20311 -0.40810 -0.133
H 3.26270 3.43928 0.21707 0.108
H 2.46770 3.80708 -1.31656 0.126
H 1.13737 3.08175 1.33786 0.129
H 1.01548 4.61429 0.48496 0.127
C -1.24287 1.57741 -1.88354 -0.135
H -1.11125 1.54695 -2.97035 0.130
C -1.59253 0.18417 -1.33917 -0.121
H -1.14062 -0.58381 -1.96693 0.095
H -1.16144 0.07860 -0.34181 0.123
C -3.10489 -0.06565 -1.25586 -0.125
N -3.64603 0.19938 0.05121 -0.057
C -4.11172 -0.77357 0.85481 -0.462
O -4.09980 -1.96270 0.60291 0.041
C -4.68041 -0.11727 2.10266 -0.080
H -4.40725 -0.67496 2.99617 0.117
C -4.11406 1.29997 2.06240 -0.147
H -4.79779 2.04201 2.46955 0.108
H -3.18161 1.34566 2.62504 0.114
C -3.82730 1.53629 0.57606 -0.131
H -2.93830 2.15064 0.42613 0.092
H -4.67685 2.01947 0.07361 0.129
H -5.76951 -0.12559 2.01803 0.123
H -3.63298 0.54370 -1.99876 0.131
H -3.31618 -1.11909 -1.45300 0.109
H -2.03782 2.28767 -1.64960 0.112
H 1.44484 1.92274 -2.73590 0.137
H 1.02611 0.43158 -1.86042 0.121
H 3.29104 1.45528 -1.34287 0.140
C 4.69152 0.81487 0.65848 -0.037
H 5.36767 0.65813 1.49849 0.097
H 4.75908 1.85941 0.36338 0.080
H 5.01974 0.18403 -0.17330 0.101
H 2.18886 -0.63972 2.33927 0.114
H 3.83273 -0.32199 2.95948 0.129
H 3.43778 -2.74003 2.14343 0.125
H 4.82748 -1.91202 1.41085 0.123
H 1.27327 -2.74623 1.93585 0.107
H -0.96094 -3.41486 1.24876 0.120
H -2.02317 -4.80637 -1.11102 0.084
H -2.16868 -3.48813 -2.27286 0.076
H -2.71100 -3.27339 -0.59423 0.047
```

## Properties
E_HOMO = -0.2983 hartree
Relative energy (zero: lowest compared OMol25 entry of this formula, charge and spin) = 34.9 kcal/mol
SMILES = Cc1ccc(OCCN(C)C(=O)[C@@H]2CCC(=O)N(CCCN3CCCC3=O)C2)cc1

[2]
This record from OMol25 describes a molecular structure, C19H46BaN3O9 in a non-equilibrium geometry. The level of theory is wB97M-V/def2-TZVPD.

Geometry as XYZ:
```
78
Properties=species:S:1:pos:R:3:lowdin_charge:R:1
Ba -0.57848 -0.24756 0.57517 2.048
O -3.89463 2.83804 -0.13715 0.111
C -2.90681 1.97392 0.13958 -0.844
O -3.18699 0.73280 0.14425 -0.175
O -1.74569 2.34192 0.45256 -0.143
H -4.62114 2.17669 -0.11473 0.125
C 1.70275 -2.36051 3.02239 -0.099
O 1.64302 -1.20958 2.18688 -0.302
C 2.96471 -0.66694 2.05230 -0.188
C 2.91896 0.80201 1.59745 -0.172
N 1.92385 0.99354 0.53177 -0.145
C 1.85191 2.43014 0.16965 -0.190
C 3.09321 2.91704 -0.55809 -0.217
O 3.60178 1.94911 -1.44936 -0.211
C 4.94116 2.12876 -1.84936 -0.089
H 0.70709 -2.74592 3.22795 0.070
H 2.24599 -2.17956 3.95098 0.100
H 2.24371 -3.18124 2.53787 0.094
H 3.51937 -1.33334 1.38115 0.132
H 3.56360 -0.72083 2.96711 0.127
H 3.93648 1.00468 1.24926 0.128
H 2.69383 1.41288 2.47118 0.123
H 2.47660 0.74130 -0.29660 0.090
H 1.68598 3.09144 1.02184 0.121
H 0.98350 2.62377 -0.45975 0.087
H 3.84574 3.22928 0.17775 0.122
H 2.89565 3.83807 -1.11847 0.136
H 5.61308 2.39701 -1.02916 0.093
H 5.04622 2.83679 -2.67245 0.094
H 5.32167 1.16566 -2.19192 0.091
C 1.05493 -3.40407 -0.44584 -0.071
O 0.80941 -2.07687 -0.85323 -0.354
C 0.75261 -1.87766 -2.22670 -0.237
C 0.72897 -0.42675 -2.68344 -0.184
N -0.38047 0.32726 -2.07564 -0.164
C -0.32862 1.75841 -2.50639 -0.173
C -0.74199 1.89485 -3.96240 -0.210
O -1.97197 1.21878 -4.14399 -0.211
C -2.66122 1.41529 -5.36714 -0.078
H 2.02193 -3.82917 -0.70974 0.109
H 0.19156 -4.00101 -0.76406 0.102
H 0.92713 -3.43222 0.63815 0.071
H -0.13617 -2.37427 -2.65186 0.126
H 1.55434 -2.43595 -2.72878 0.137
H 0.58535 -0.44518 -3.76748 0.130
H 1.69755 0.02651 -2.45679 0.120
H -1.17273 0.02182 -2.64624 0.087
H 0.68774 2.14696 -2.42682 0.111
H -0.96626 2.36470 -1.86443 0.109
H 0.04044 1.59416 -4.66345 0.124
H -0.96858 2.95673 -4.11628 0.133
H -3.47287 0.69277 -5.32696 0.091
H -2.03834 1.19747 -6.23801 0.091
H -3.04452 2.43615 -5.41936 0.093
C -2.75594 -2.49962 -1.36350 -0.091
O -2.06589 -2.45034 -0.12499 -0.340
C -2.81672 -3.11688 0.91026 -0.178
C -2.23643 -2.73599 2.28683 -0.220
N -2.32668 -1.31418 2.42596 -0.183
C -2.00863 -0.95907 3.81918 -0.175
C -1.73823 0.52501 3.98074 -0.200
O -0.63685 0.95553 3.18866 -0.310
C -0.12442 2.19892 3.61785 -0.087
H -3.83981 -2.35767 -1.35293 0.103
H -2.66916 -3.50385 -1.79567 0.101
H -2.33469 -1.77960 -2.05911 0.075
H -2.74713 -4.20952 0.85969 0.132
H -3.87998 -2.89374 0.79997 0.131
H -1.22427 -3.14045 2.33352 0.107
H -2.87663 -3.23988 3.02498 0.136
H -3.29094 -1.02492 2.29419 0.127
H -1.17107 -1.53329 4.21096 0.123
H -2.94117 -1.15231 4.36218 0.136
H -1.45598 0.66612 5.03128 0.131
H -2.59595 1.16944 3.76464 0.141
H 0.34302 2.14077 4.60563 0.099
H -0.91310 2.95325 3.65143 0.105
H 0.65235 2.57419 2.95506 0.068
```

## Properties
E_HOMO = -0.4033 hartree
Relative energy (zero: lowest compared OMol25 entry of this formula, charge and spin) = 0.0 kcal/mol
Charge = +1

- Number 1 is which compound?
  C23H33N3O4

- What is the E_HOMO in the second record?
  -0.4033 hartree

- The lowest E_HOMO belongs to which entry?
  C19H46BaN3O9

- What is the E_HOMO in the second record?
  -0.4033 hartree